Arrangement A

Here is 9 unconnected molecules or ions with the total composition H16NO11 from the Open Molecules 2025 dataset. Energies are from ωB97M-V/def2-TZVPD.

Element x y z (Å)
N: 5.82237 -21.11016 13.93895
O: 7.08302 -21.17259 13.83875
O: 5.35573 -20.32061 14.76708
O: 5.20255 -21.18306 12.84575
O: 9.78086 -20.55297 14.09865
H: 9.89775 -19.84694 14.74852
H: 8.91853 -20.88429 14.11984
O: 4.56249 -19.46126 10.68823
H: 4.86771 -18.59245 11.01412
H: 4.78522 -20.09710 11.38531
O: 2.44101 -21.40238 12.20043
H: 3.38115 -21.52254 12.30437
H: 2.23818 -20.53811 11.81115
O: 7.53165 -18.54887 13.51792
H: 7.36589 -19.47803 13.58457
H: 8.17189 -18.52299 12.80679
O: 9.02539 -20.71947 11.47619
H: 8.57253 -19.91099 11.17072
H: 9.30839 -20.51033 12.37988
O: 6.72496 -22.45858 10.82886
H: 7.53048 -22.06142 11.13942
H: 6.06448 -22.28183 11.49816
O: 6.65722 -18.39427 16.37351
H: 7.59202 -18.42194 16.28605
H: 6.37431 -19.11521 15.81569
O: 2.76613 -19.83181 15.16304
H: 3.69802 -19.92373 15.06154
H: 2.50425 -20.76840 15.06698

## Properties
HOMO level ... -7.30 eV
Total charge ... -1

***

Arrangement B

Here is 9 unconnected molecules or ions with the total composition H16NO11 from the Open Molecules 2025 dataset. Energies are from ωB97M-V/def2-TZVPD.

Element x y z (Å)
N: 0.03961 0.07582 -0.21625
O: -0.79139 -0.48718 -1.03925
O: -0.35339 0.27982 0.97775
O: 1.07661 0.44682 -0.63225
O: -0.97239 -3.11318 -1.25225
H: -0.68739 -2.21118 -1.04925
H: -0.17439 -3.38718 -1.92825
O: 1.71261 1.78082 -3.61925
H: 1.00761 2.42882 -3.13825
H: 2.20361 1.44882 -2.89025
O: -2.37839 2.04482 0.42575
H: -1.62139 1.57082 0.42175
H: -2.65339 2.03982 1.45775
O: -3.06239 -2.30818 1.28575
H: -2.57539 -1.56518 0.93275
H: -3.97039 -2.07318 1.17575
O: 2.24661 2.25382 2.37475
H: 1.76961 1.99382 1.63475
H: 2.54061 3.16782 2.22775
O: 0.13261 -0.92818 3.41075
H: -0.36739 -0.42318 4.21275
H: 0.06461 -0.31918 2.70375
O: -1.27239 -0.56218 -3.74625
H: -0.89339 -0.32018 -2.87125
H: -0.46839 -0.45918 -3.97225
O: 3.45561 -0.52718 0.86275
H: 3.37061 -0.59518 1.80175
H: 2.62161 -0.25218 0.44875

## Properties
HOMO level ... -7.11 eV
Total charge ... -1

***

Result of the stability comparison: arrangement A is the most stable of them.

***

Arrangement A

Here is 9 unconnected molecules or ions with the total composition H16NO11 from the Open Molecules 2025 dataset. Energies are from ωB97M-V/def2-TZVPD.

Element x y z (Å)
N: 0.19229 -1.11936 0.61464
O: -0.71471 -0.37236 1.16264
O: 1.28129 -0.52736 0.43764
O: -0.22871 -2.05336 -0.14336
O: 3.08829 1.56464 1.65364
H: 3.48629 1.10064 0.90564
H: 2.41929 0.89064 1.91564
O: -2.47271 0.48064 3.16764
H: -2.46071 1.07064 3.91564
H: -1.61271 0.05364 3.15764
O: 0.65529 0.82264 -1.73136
H: 0.89229 0.24164 -1.04336
H: 1.47429 0.87264 -2.21136
O: 0.38929 1.96864 2.15364
H: 1.02929 2.47764 1.59464
H: 0.06829 1.21964 1.68964
O: -2.87471 -0.60036 -0.44736
H: -2.17471 -0.73436 0.20464
H: -2.94371 0.34864 -0.47836
O: 1.85229 -2.05536 -2.15236
H: 2.77829 -2.27236 -2.27036
H: 1.68729 -1.79236 -1.22736
O: -0.93171 -3.06036 -2.89036
H: -0.47071 -2.90736 -2.06336
H: -1.29471 -2.19236 -3.10736
O: -1.25271 2.33964 -0.59736
H: -1.36671 2.49364 -1.55836
H: -0.49471 1.74164 -0.65136

## Properties
HOMO level ... -6.98 eV
Total charge ... -1

***

Arrangement B

Here is 9 unconnected molecules or ions with the total composition H16NO11 from the Open Molecules 2025 dataset. Energies are from ωB97M-V/def2-TZVPD.

Element x y z (Å)
N: 1.25134 -60.34403 8.94910
O: 0.20669 -60.92807 8.72302
O: 2.30626 -60.80160 8.38704
O: 1.22208 -59.14740 9.45693
O: -0.64615 -57.31261 10.47271
H: 0.20905 -57.82256 10.42738
H: -0.76548 -56.70318 9.72474
O: 3.69017 -62.32823 6.69676
H: 2.87224 -61.92521 7.07284
H: 3.85209 -61.92614 5.81165
O: 0.89053 -57.55115 7.23135
H: 1.70561 -57.16788 6.76946
H: 1.18080 -58.35810 7.78563
O: 4.64440 -58.69475 7.72298
H: 5.07542 -59.32423 7.20018
H: 4.00234 -59.30039 8.17940
O: -0.37001 -62.51443 10.61091
H: 0.28985 -62.51449 11.20044
H: -0.40618 -61.76312 10.09905
O: -2.05716 -58.88771 8.71765
H: -1.66427 -58.39910 9.50735
H: -1.46244 -59.54505 8.32257
O: -1.20971 -61.51187 6.71254
H: -0.79366 -62.27731 6.23101
H: -0.58778 -61.35164 7.39650
O: 4.24817 -61.68283 9.92503
H: 3.53076 -61.44493 9.18568
H: 4.62159 -60.91802 10.42553

## Properties
HOMO level ... -7.22 eV
Total charge ... -1

***

Result of the stability comparison: arrangement A is the most stable of them.

***

Arrangement A

Here is a single C3H2F3NO2 molecule from the Open Molecules 2025 dataset. Energies are from ωB97M-V/def2-TZVPD.

Element x y z (Å)
C: -0.75999 0.83315 -0.40050
C: 0.37043 0.24686 -0.30647
C: 1.75365 0.27739 0.06467
N: -1.90054 -1.12403 0.12598
O: -2.03282 0.03103 -0.50150
O: -0.83626 -1.73874 -0.09964
F: 2.22872 -0.97084 0.45327
F: 2.61625 0.60265 -0.93752
F: 2.06788 1.13769 1.04823
H: -1.04498 1.94463 -0.48215
H: -2.46234 -1.23978 1.03562

## Properties
HOMO level (spin up / spin down) ... -9.55 / -9.25 eV

***

Arrangement B

Here is 2 unconnected molecules or ions with the total composition C3H2F3NO2 from the Open Molecules 2025 dataset. Energies are from ωB97M-V/def2-TZVPD.

Element x y z (Å)
O: -2.16273 1.45255 -0.64033
N: -2.41460 0.74941 0.30462
C: -1.47689 0.04542 1.15599
O: -0.96453 0.54781 2.07436
F: -1.53809 -1.28093 0.93268
C: 1.94103 -0.02039 -0.15611
C: 1.06582 -0.59390 -0.94544
F: 1.33919 -0.82964 -2.16266
F: -0.29554 -0.44231 -0.91008
H: 2.98129 -0.18335 -0.25370
H: 1.52505 0.55534 0.60067

## Properties
SMILES string ... O=NC(=O)F.C=C(F)F
HOMO level (spin up / spin down) ... -10.17 / -10.17 eV

***

Result of the stability comparison: arrangement B is the most stable of them.

***

Arrangement A

Here is a molecular structure, C18H18IrN2O4 from the Open Molecules 2025 dataset. Energies are from ωB97M-V/def2-TZVPD.

Element x y z (Å)
Ir: 0.35738 0.64994 0.03664
C: -2.20189 4.03301 -1.78785
O: -3.37895 3.25035 -1.83177
C: -3.32960 1.87615 -1.90917
C: -4.42807 1.32872 -2.52834
C: -4.61527 -0.05422 -2.61172
C: -3.68852 -0.86926 -2.02331
C: -2.55065 -0.35390 -1.36730
C: -1.73834 -1.33902 -0.70777
N: -0.65512 -1.10131 -0.05481
N: -0.03853 -2.18114 0.56009
C: 1.11286 -1.81573 1.05796
O: 1.62544 -0.63543 0.98912
C: 1.91003 -2.85321 1.77190
C: 1.41891 -4.14437 1.95665
C: 2.18202 -5.09678 2.61259
C: 3.44557 -4.77451 3.09355
C: 3.93499 -3.48739 2.92026
C: 3.17113 -2.53246 2.26523
C: -2.29536 1.05383 -1.33855
O: -1.24969 1.61550 -0.81041
H: -2.53921 5.06580 -1.88836
H: -1.53731 3.79187 -2.62214
H: -1.66172 3.90346 -0.85592
H: -5.15574 2.01834 -2.93871
H: -5.47851 -0.46421 -3.11949
H: -3.81915 -1.94569 -2.04142
H: -2.07476 -2.37491 -0.74177
H: 0.43449 -4.37965 1.57670
H: 1.78811 -6.09598 2.75529
H: 4.04436 -5.52351 3.59756
H: 4.91477 -3.22424 3.30049
H: 3.53652 -1.52446 2.12349
C: 1.10984 3.64861 -1.35239
O: 1.59227 3.39448 -0.03984
C: 1.57212 2.10121 0.37624
C: 2.63642 1.99274 1.44454
H: 0.66637 4.64435 -1.35745
H: 0.37794 2.89974 -1.63755
H: 1.95401 3.62805 -2.04676
H: 3.37087 2.79698 1.35933
H: 3.12493 1.02309 1.39168
H: 2.15506 2.05513 2.42352

## Properties
HOMO level ... -3.60 eV
Total charge ... -1

***

Arrangement B

Here is a molecular structure, C18H18IrN2O4 from the Open Molecules 2025 dataset. Energies are from ωB97M-V/def2-TZVPD.

Element x y z (Å)
Ir: -0.59328 0.29679 0.39226
C: -1.72546 -1.95475 3.90207
O: -0.63405 -2.86216 3.97356
C: 0.42031 -2.81460 3.08638
C: 1.34718 -3.82270 3.29064
C: 2.48810 -3.90856 2.49804
C: 2.68743 -2.99903 1.49006
C: 1.75715 -1.97441 1.22000
C: 2.04035 -1.09913 0.13159
N: 1.26710 -0.15112 -0.31094
N: 1.68272 0.59214 -1.35872
C: 0.80323 1.50290 -1.71082
O: -0.33644 1.66398 -1.11174
C: 1.11509 2.40065 -2.82393
C: 2.29928 2.28625 -3.55749
C: 2.56241 3.14691 -4.60690
C: 1.65663 4.14345 -4.95102
C: 0.48398 4.27398 -4.21722
C: 0.21468 3.41353 -3.16887
C: 0.59627 -1.85908 2.05621
O: -0.26474 -0.88586 1.93863
H: -2.43355 -2.31133 4.65311
H: -2.20292 -1.95402 2.92474
H: -1.42720 -0.93411 4.13978
H: 1.15528 -4.52768 4.08914
H: 3.21278 -4.69290 2.67952
H: 3.58049 -3.05457 0.87719
H: 2.98726 -1.23097 -0.39006
H: 2.99623 1.50716 -3.28120
H: 3.48074 3.03947 -5.17218
H: 1.86312 4.80385 -5.78401
H: -0.22771 5.05076 -4.47103
H: -0.69535 3.49959 -2.59148
C: -3.30028 -1.65003 0.37895
O: -3.49916 -0.33643 0.86736
C: -2.59327 0.59623 0.47046
C: -3.14536 1.94150 0.84218
H: -3.63085 -2.34721 1.15017
H: -2.24598 -1.82121 0.14644
H: -3.89655 -1.80959 -0.52463
H: -4.23715 1.96901 0.71535
H: -2.67729 2.71172 0.23020
H: -2.93121 2.16155 1.88821

## Properties
HOMO level ... -3.43 eV
Total charge ... -1

***

Result of the stability comparison: arrangement A is the most stable of them.